{
  "formula": "CH29O14",
  "method": "ωB97M-V/def2-TZVPD",
  "symbols": ["O", "H", "H", "H", "O", "H", "O", "H", "O", "H", "H", "O", "H", "H", "H", "H", "O", "C", "H", "H", "H", "O", "H", "O", "H", "H", "H", "O", "H", "O", "H", "H", "O", "H", "O", "H", "H", "H", "H", "O", "H", "O", "H", "H"],
  "xyz": [[2.6780, 1.6323, 0.2119], [-3.3052, -0.1255, -0.2128], [-1.3433, -0.9824, -1.3939], [-0.9429, 0.8674, 0.5569], [-1.6968, -1.0738, -2.3198], [-1.1208, -2.6584, 0.2652], [1.9270, -2.0221, -0.0285], [-2.2260, -0.8592, 1.0484], [3.8359, -0.9661, 1.8569], [2.1150, 1.2311, -1.4656], [0.2832, 2.8748, 1.4666], [0.2488, -1.3021, 2.9438], [-0.5443, 1.8932, 2.1507], [-0.5210, -4.0096, 0.7845], [-4.4452, 0.1180, -1.2535], [2.1479, 1.1783, 0.8621], [-1.9978, 3.2515, -0.6820], [-0.1643, 0.2671, 0.1429], [3.3766, 1.0073, 0.0339], [1.0994, -0.8434, -3.3066], [1.6124, -2.8269, 0.3216], [-3.1425, -1.1474, 1.1014], [-2.2731, -1.8281, -2.2203], [-3.7282, 0.5481, -0.7740], [0.7883, 4.2926, 0.4113], [-1.1275, 3.5214, -0.3907], [3.1841, -1.0786, 1.1828], [-1.3520, -3.5604, 0.4848], [-1.9549, 2.3003, -0.8098], [0.5706, 3.5299, -0.0685], [-0.4672, -1.8677, 3.3158], [0.2453, 0.4057, -0.9075], [0.1450, 2.4869, 2.3469], [0.6260, 0.3952, 0.7943], [-0.5875, -1.0623, 0.1719], [-0.0999, -1.0718, 2.1067], [0.0732, -1.8892, -2.5117], [-3.1991, -1.9385, 0.5382], [1.0863, 1.3985, -2.5357], [2.0530, 1.3488, -2.4157], [1.1108, -1.5529, -0.1786], [0.9875, -1.7246, -2.8657], [4.6870, -1.1870, 1.4692], [1.3582, 3.0299, -0.2278]],
  "forces_ev_per_a": [[0.092, 0.489, -0.158], [-0.703, 0.109, -0.008], [-0.041, -0.014, -0.053], [-0.772, 1.327, -0.647], [0.356, -0.018, 0.308], [0.734, 0.936, 0.036], [1.902, 0.926, -0.285], [1.013, -0.555, -0.198], [1.151, 0.640, 1.085], [0.254, 0.006, 0.384], [-0.003, -0.042, 0.308], [-0.303, -1.083, 2.309], [-1.434, -1.280, 0.147], [-1.243, 0.866, -0.480], [0.314, 0.011, 0.148], [-0.320, -0.137, 0.734], [-0.770, 0.247, -0.115], [-0.502, -2.068, -2.262], [0.634, -0.221, -0.011], [-0.807, -1.288, 0.926], [-0.306, -1.436, 0.770], [-1.068, -0.552, 0.226], [-0.380, -0.327, -0.172], [-0.154, 0.707, -0.551], [0.806, 1.796, 0.867], [0.190, -0.235, -0.170], [-1.040, -0.821, -1.027], [0.529, -2.053, 0.504], [-0.215, -0.134, -0.050], [-1.012, -0.667, -0.939], [0.843, 0.620, -0.349], [-0.858, 1.061, 1.024], [1.271, 1.114, 0.325], [1.966, 0.322, 1.541], [-0.362, 0.013, 0.166], [-0.592, 0.191, -2.038], [0.982, 1.135, -0.979], [0.365, 0.202, 0.584], [0.569, 0.069, -0.213], [-0.957, 0.110, -0.768], [-1.235, 0.418, -0.262], [0.051, 0.200, -0.238], [-0.152, -0.073, -0.123], [1.208, -0.512, -0.295]],
  "nbo_charge": [-0.967, 0.479, 0.499, 0.148, -0.982, 0.508, -0.975, 0.499, -0.964, 0.478, 0.465, -0.955, 0.461, 0.463, 0.456, 0.498, -0.973, -0.258, 0.495, 0.478, 0.460, -0.955, 0.456, -0.980, 0.482, 0.475, 0.495, -0.993, 0.480, -0.950, 0.461, 0.154, -0.962, 0.128, -1.044, 0.481, 0.500, 0.476, 0.466, -0.963, 0.501, -0.995, 0.457, 0.518],
  "total_charge": -1,
  "de_lowest_ev": 0.879,
  "e_tot_ev": -30174.205
}